--- 1 ---
The following is a DFT calculation (the ωB97M-V functional and the def2-TZVPD basis) of a cluster of 2 separate species, C2H5S in total.

Charge ... -1
Multiplicity ... 1
Orbital gap ... 6.622 eV
LUMO energy ... 4.2 eV
HOMO level ... -2.43 eV

Each line ends with the Mulliken charge.
Atoms and positions in Å:
S1 2.91038 0.23063 -0.14077  -0.9094
C1 -1.45618 0.60011 0.42822  -0.4613
C2 -0.74457 -0.38267 -0.24486  -0.4283
H1 -1.83463 1.57865 0.05208  0.2152
H2 -0.43378 -1.29396 0.25644  0.2073
H3 -1.88436 0.36103 1.32420  0.2360
H4 3.40315 -0.93641 -0.69146  -0.0547
H5 0.04000 -0.15739 -0.98386  0.1952


--- 2 ---
The following is a DFT calculation (the ωB97M-V functional and the def2-TZVPD basis) of a cluster of 2 separate species, C2H5S in total.

Charge ... -1
Multiplicity ... 1
Orbital gap ... 6.774 eV
LUMO energy ... 4.3 eV
HOMO level ... -2.49 eV

Each line ends with the Mulliken charge.
Atoms and positions in Å:
S1 -2.93758 0.18740 -0.05423  -0.8832
C1 0.62710 -0.62122 0.30286  -0.3291
C2 1.28375 0.51389 0.11183  -0.4964
H1 2.36708 0.54042 0.13947  0.2128
H2 -0.46272 -0.65877 0.30963  0.0779
H3 -2.87792 0.05884 -1.38476  -0.0474
H4 0.77042 1.45828 -0.01506  0.2695
H5 1.22988 -1.47883 0.59026  0.1958


Of them, 2 has the highest stability.


--- 1 ---
The following is a DFT calculation (the ωB97M-V functional and the def2-TZVPD basis) of an isolated molecule of C7H13N3O5.

SMILES ... NC(=O)C[C@H](NC(=O)[C@@H](N)CO)C(=O)O
Charge ... 0
Multiplicity ... 1
Orbital gap ... 10.320 eV
LUMO energy ... 0.4 eV
HOMO level ... -9.95 eV

Each line ends with the Mulliken charge.
Atoms and positions in Å:
O1 -3.09386 1.69786 0.15322  -0.5360
O2 -1.19031 2.84728 0.12929  -0.5876
O3 0.98166 -1.27764 -0.68372  -0.6159
O4 4.93182 0.61040 -0.32864  -0.5281
O5 -3.80972 -0.75823 -0.53672  -0.6696
N1 -2.53634 -2.58328 0.03050  -0.5192
N2 0.39784 0.77873 0.13389  -0.1526
N3 3.32198 -1.52142 0.69480  -0.6925
C1 -1.70047 -0.49852 0.63613  -1.7747
C2 -2.75976 -1.21264 -0.04563  0.9918
C3 2.66052 -0.19355 0.54652  0.1216
C4 -0.94249 0.55433 -0.12498  0.5441
C5 -1.72536 1.79261 -0.00545  0.4524
C6 1.26083 -0.29476 -0.04518  0.3316
C7 3.43943 0.63635 -0.50902  -0.8072
H1 5.17795 -0.30403 -0.71226  0.3580
H2 -1.88289 -2.96710 -0.67536  0.2746
H3 -3.51654 -2.93700 -0.13765  0.3506
H4 2.92859 -1.82541 1.60304  0.2728
H5 -1.13173 -1.19512 1.20672  0.3895
H6 -3.34703 0.80065 -0.17149  0.3979
H7 0.54588 1.63825 0.56253  0.2533
H8 -1.05890 0.31379 -1.21955  0.2588
H9 3.01869 1.65316 -0.43592  0.3084
H10 -2.24063 0.06386 1.44727  0.5467
H11 2.85367 0.23629 1.56745  0.4484
H12 3.30562 0.29767 -1.55562  0.3152
H13 3.11007 -2.15356 -0.07536  0.2675


--- 2 ---
The following is a DFT calculation (the ωB97M-V functional and the def2-TZVPD basis) of an isolated molecule of C7H13N3O5.

SMILES ... NC(=O)C[C@H](N)C(=O)N[C@@H](CO)C(=O)O
Charge ... 0
Multiplicity ... 1
Orbital gap ... 9.786 eV
LUMO energy ... 0.4 eV
HOMO level ... -9.39 eV

Each line ends with the Mulliken charge.
Atoms and positions in Å:
O1 -0.08214 3.66315 0.50794  -0.6051
O2 2.92744 1.62639 -1.33236  -0.6881
O3 1.07594 -0.30683 -1.59053  -0.7001
O4 0.68346 2.97086 -1.44593  -0.5030
O5 -1.40925 -0.25016 1.97722  -0.6543
N1 -1.02915 -1.49214 -2.15784  -0.6847
N2 -2.67789 -2.17147 2.25014  -0.4812
N3 0.19488 0.67493 0.22318  0.0175
C1 0.59816 2.91855 -0.14587  0.3519
C2 0.19775 -0.14479 -0.80833  0.5109
C3 -1.70592 -1.32916 1.61551  0.5925
C4 -1.20334 -2.05802 0.33619  -0.5535
C5 1.20994 1.69943 0.45457  0.0434
C6 2.63282 1.46322 0.15479  -0.7265
C7 -1.13012 -0.93192 -0.80943  -0.4150
H1 -2.00213 -0.33586 -0.63986  0.5533
H2 -2.43627 -3.09464 2.10104  0.2185
H3 2.93837 0.47560 0.44319  0.3218
H4 1.25667 1.83343 1.52441  0.4113
H5 -2.97058 -1.98459 3.19060  0.2766
H6 -2.00646 -2.71563 -0.18471  0.2650
H7 2.76799 0.72907 -1.70359  0.3930
H8 1.63106 2.62415 -1.69425  0.4986
H9 -0.11767 -1.83683 -2.35234  0.2266
H10 3.09121 2.20245 0.77464  0.4224
H11 -0.43623 0.49884 0.92047  0.3055
H12 -1.73967 -2.20201 -2.17151  0.2869
H13 -0.25886 -2.52602 0.56265  0.3158


Of them, 2 has the highest stability.


--- 1 ---
The following is a DFT calculation (the ωB97M-V functional and the def2-TZVPD basis) of the ion C4H9N2O2S with charge +1.

SMILES ... CO[N+](=O)[C@H]1CN1SC
Charge ... +1
Multiplicity ... 1
Orbital gap (alpha / beta) ... 6.312 / 7.575 eV
LUMO energy (alpha / beta) ... -6.4 / -5.5 eV
HOMO level (alpha / beta) ... -12.72 / -13.08 eV

Each line ends with the Mulliken charge.
Atoms and positions in Å:
S1 -1.73931 -0.52631 -0.32241  0.1252
O1 0.77195 -0.24843 -0.90565  -0.1693
O2 2.01747 0.67328 0.70297  -0.5156
N1 -1.42137 1.03795 0.16427  -0.1268
N2 1.02975 0.72846 0.00282  0.8164
C1 1.69695 -1.34733 -0.92796  -0.6868
C2 -1.26310 -1.42580 1.18381  -0.6702
C3 -1.04023 2.09692 -0.69800  -0.4352
C4 -0.04648 1.56815 0.29047  -0.1837
H1 -1.47260 3.05736 -0.43659  0.2677
H2 2.40986 -1.16646 -1.73989  0.2767
H3 -2.10165 -2.02459 1.52528  0.3520
H4 0.17129 2.15456 1.18169  0.4708
H5 1.10240 -2.22392 -1.17433  0.3200
H6 -0.43954 -2.09291 0.93422  0.2164
H7 -0.93552 1.90847 -1.75762  0.2862
H8 -0.96977 -0.73020 1.96208  0.2925
H9 2.22991 -1.43920 0.01483  0.3637


--- 2 ---
The following is a DFT calculation (the ωB97M-V functional and the def2-TZVPD basis) of the ion C4H9N2O2S with charge +1.

SMILES ... C=N/C(=[NH+]/C)S(C)(=O)=O
Charge ... +1
Multiplicity ... 1
Orbital gap ... 9.448 eV
LUMO energy ... -5.1 eV
HOMO level ... -14.54 eV

Each line ends with the Mulliken charge.
Atoms and positions in Å:
S1 -0.48604 1.01870 -0.75630  1.1091
O1 0.19995 2.17033 -0.31746  -0.5981
O2 -1.90822 0.90492 -0.60350  -0.5385
N1 0.87411 -0.13196 1.44012  -0.0648
N2 -0.64461 -1.96468 0.52999  -0.3912
C1 0.10646 -0.33910 0.44078  0.3176
C2 -1.84318 -2.09195 0.20134  -0.1511
C3 1.62298 1.02403 1.82309  -0.7512
C4 -0.03706 0.32720 -2.31526  -0.8454
H1 -2.35884 -1.38940 -0.38448  0.2936
H2 2.63238 0.71834 2.10918  0.3505
H3 -0.41682 -0.71946 -2.35949  0.3228
H4 -2.15080 -3.03048 0.66507  0.2827
H5 0.97718 -0.86753 2.04987  0.3059
H6 -0.58311 0.76990 -3.21831  0.3796
H7 1.02857 0.43087 -2.77335  0.3465
H8 1.79894 1.55611 0.85986  0.3159
H9 1.18811 1.61416 2.60887  0.3161


Of them, 2 has the highest stability.


--- 1 ---
The following is a DFT calculation (the ωB97M-V functional and the def2-TZVPD basis) of a structure of composition C3HO4.

Charge ... -1
Multiplicity ... 1
Orbital gap ... 8.162 eV
LUMO energy ... 4.1 eV
HOMO level ... -4.02 eV

Each line ends with the Mulliken charge.
Atoms and positions in Å:
O1 0.66702 1.56467 -1.67332  -0.6709
O2 0.85655 0.10345 1.89409  -0.4329
O3 0.48281 -1.74757 -0.96292  -0.5672
O4 -1.21953 0.74222 -0.86087  -0.6267
C1 0.37193 -0.60693 -0.52635  0.5260
C2 -0.07332 -0.36075 1.30662  -0.0021
C3 -0.00495 0.74799 -1.10942  0.5250
H1 -1.08049 -0.44308 1.93217  0.2489


--- 2 ---
The following is a DFT calculation (the ωB97M-V functional and the def2-TZVPD basis) of a structure of composition C3HO4.

Charge ... -1
Multiplicity ... 1
Orbital gap ... 7.287 eV
LUMO energy ... 4.0 eV
HOMO level ... -3.27 eV

Each line ends with the Mulliken charge.
Atoms and positions in Å:
O1 -1.16323 1.56559 0.67992  -0.5354
O2 1.83047 -0.44676 -1.27615  -0.5702
O3 -2.00774 0.24903 -0.95046  -0.5337
O4 -0.49586 -1.55046 1.07549  -0.5500
C1 0.04084 -0.74632 0.34453  0.5576
C2 -1.28144 0.67604 -0.10552  0.5578
C3 1.34382 -0.32255 -0.13230  -0.1641
H1 1.73314 0.57542 0.36448  0.2380


Of them, 2 has the highest stability.